This record from OMol25 describes the molecule C4H3IO at a distorted geometry. The level of theory is the ωB97M-V functional and the def2-TZVPD basis.

The geometry in XYZ format:
```
9
Properties=species:S:1:pos:R:3:forces:R:3
C 0.5315 0.7284 0.8776 -2.366 0.015 -0.229
C 0.5874 0.5759 -0.6215 1.841 2.543 -1.041
O 1.3129 1.2993 -1.3185 -1.412 -1.483 1.179
C -0.2687 -0.4529 -1.1031 -1.911 -2.468 0.732
C -1.0451 -1.3718 -0.8497 0.817 0.837 -0.937
I -2.3034 -2.9192 -0.6464 0.306 0.399 -0.097
H 0.9666 -0.1746 1.2813 1.334 0.441 0.605
H -0.4976 0.5341 1.2694 0.311 0.359 -0.749
H 0.7164 1.7807 1.1108 1.080 -0.643 0.536
```
Forces are in eV/Å.

The gap between HOMO and LUMO comes out at 9.966 eV. For the lowest unoccupied orbital energy, the calculation gives 0.030 eV. The HOMO energy is -0.365 hartree. The energy relative to the best compared isomer or geometry (same formula, charge and spin) comes out at 5.83 kcal per mole. As for the SMILES: CC(=O)C#CI.